{
  "formula": "C19H21NO5S2",
  "method": "ωB97M-V/def2-TZVPD",
  "species": ["C", "N", "C", "C", "C", "C", "C", "C", "C", "C", "C", "C", "H", "H", "H", "H", "H", "H", "H", "H", "H", "H", "H", "H", "H", "H", "C", "O", "C", "S", "O", "O", "C", "C", "C", "C", "C", "C", "S", "O", "O", "H", "H", "H", "H", "H", "H", "H"],
  "positions_angstrom": [[0.587, 4.942, 1.493], [-0.223, 4.079, 0.640], [-1.514, 4.550, 0.194], [0.212, 2.870, 0.214], [-0.540, 1.922, -0.393], [0.080, 0.656, -0.873], [-0.626, 0.011, -2.063], [0.104, -0.901, -2.847], [-0.467, -1.534, -3.952], [-1.756, -1.147, -4.332], [-2.500, -0.340, -3.477], [-1.994, 0.096, -2.249], [-0.045, 5.786, 1.807], [0.955, 4.400, 2.384], [1.464, 5.288, 0.910], [-1.681, 5.537, 0.642], [-1.482, 4.580, -0.908], [-2.294, 3.843, 0.520], [1.264, 2.696, 0.501], [-1.655, 1.958, -0.360], [1.190, 0.818, -1.079], [1.183, -0.998, -2.679], [0.129, -2.276, -4.483], [-2.121, -1.471, -5.312], [-3.515, -0.066, -3.805], [-2.690, 0.598, -1.591], [-2.467, -1.786, 0.366], [-1.515, -0.623, 0.291], [-0.173, -0.538, 0.107], [0.703, -0.198, 1.689], [1.823, 0.612, 1.228], [-0.164, 0.241, 2.751], [1.412, -1.731, 2.208], [1.412, -2.717, 1.231], [2.264, -3.831, 1.335], [3.038, -3.970, 2.490], [2.994, -2.997, 3.507], [2.192, -1.861, 3.377], [0.773, -2.138, -0.373], [-0.021, -3.116, -1.103], [2.032, -1.690, -0.943], [-3.319, -1.275, 0.814], [-2.705, -2.124, -0.637], [-2.046, -2.536, 1.080], [2.274, -4.566, 0.516], [3.668, -4.852, 2.589], [3.589, -3.120, 4.415], [2.171, -1.082, 4.160]],
  "mulliken_charge": [-0.81, 0.12, -0.89, -0.29, -0.69, 0.85, -0.15, 0.04, -0.92, -0.42, -0.79, -0.43, 0.22, 0.28, 0.33, 0.29, 0.31, 0.27, 0.52, -0.20, 0.58, 0.54, 0.40, 0.39, 0.34, 0.35, -0.65, -0.29, -0.18, 1.51, -0.66, -0.71, 0.30, 0.42, -0.68, -0.54, -0.48, -0.84, 1.44, -0.67, -0.65, 0.31, 0.26, 0.24, 0.43, 0.39, 0.38, 0.42],
  "de_lowest_kj_mol": 156.94,
  "total_charge": 0
}

{
  "formula": "C19H21O4SSn",
  "method": "ωB97M-V/def2-TZVPD",
  "species": ["C", "C", "C", "H", "C", "C", "H", "H", "H", "H", "C", "C", "C", "H", "C", "C", "H", "H", "H", "H", "Sn", "O", "C", "C", "H", "H", "H", "H", "C", "C", "C", "H", "C", "H", "C", "H", "C", "H", "C", "S", "O", "O", "O", "H", "H", "H"],
  "positions_angstrom": [[0.524, -2.159, 2.461], [-0.835, -2.240, 2.026], [-0.839, -2.319, 0.598], [-1.708, -2.301, 2.676], [0.533, -2.297, 0.152], [1.375, -2.194, 1.308], [2.464, -2.216, 1.319], [0.857, -2.145, 3.493], [-1.718, -2.502, -0.014], [0.877, -2.451, -0.870], [-1.143, 2.113, 1.073], [-0.795, 2.153, 2.452], [0.619, 2.096, 2.569], [-1.488, 2.312, 3.274], [1.183, 2.038, 1.254], [0.084, 2.099, 0.311], [0.176, 2.280, -0.757], [-2.144, 2.248, 0.664], [1.180, 2.169, 3.497], [2.243, 2.078, 1.013], [0.086, -0.106, 1.100], [-0.190, -0.012, -1.597], [-1.446, -0.489, -2.121], [-0.247, -0.850, -2.921], [-1.908, -1.273, -1.527], [-2.081, 0.302, -2.518], [0.140, -1.868, -2.814], [1.059, -1.791, -5.062], [0.665, -0.788, -5.233], [0.043, -0.115, -4.154], [-0.407, 1.210, -4.356], [-0.832, 1.776, -3.521], [-0.337, 1.787, -5.628], [-0.731, 2.793, -5.797], [0.239, 1.090, -6.699], [0.311, 1.543, -7.686], [0.742, -0.201, -6.495], [1.196, -0.761, -7.317], [0.958, -0.621, 6.076], [-0.390, 0.354, 5.421], [-1.560, 0.058, 6.246], [0.089, 1.738, 5.491], [-0.526, -0.134, 4.024], [1.175, -0.293, 7.094], [1.808, -0.429, 5.419], [0.699, -1.681, 6.075]],
  "mulliken_charge": [-0.15, -0.46, -0.68, 0.48, -0.26, -0.91, 0.52, 0.47, 0.73, 0.40, -0.92, -0.38, -0.41, 0.55, -0.88, 0.13, 0.54, 0.55, 0.57, 0.61, 1.32, -0.32, -0.24, -0.18, -0.04, 0.30, 0.45, 0.32, -0.42, 0.87, -0.30, 0.17, -0.74, 0.37, -0.41, 0.38, -0.60, 0.38, -0.92, 1.13, -0.64, -0.69, -0.56, 0.35, 0.25, 0.32],
  "de_lowest_kj_mol": 0.00,
  "total_charge": 1
}

{
  "formula": "C19H22AsCl5InN2OS4",
  "method": "ωB97M-V/def2-TZVPD",
  "species": ["In", "C", "C", "C", "C", "C", "C", "C", "C", "C", "C", "C", "C", "H", "H", "H", "H", "H", "H", "H", "H", "H", "H", "H", "H", "H", "H", "H", "H", "H", "H", "S", "As", "S", "S", "S", "Cl", "C", "C", "C", "Cl", "C", "Cl", "C", "Cl", "C", "Cl", "N", "C", "N", "O", "H", "H", "H", "H"],
  "positions_angstrom": [[0.052, 0.170, 0.019], [-4.072, 0.835, 0.759], [-2.978, 1.877, 0.751], [-2.260, 2.171, 1.916], [-2.637, 1.535, 3.234], [-1.158, 3.029, 1.853], [-0.249, 3.209, 3.045], [-0.859, 3.702, 0.665], [0.330, 4.630, 0.627], [-1.635, 3.485, -0.477], [-1.350, 4.274, -1.734], [-2.658, 2.531, -0.447], [-3.423, 2.220, -1.713], [-3.855, 0.059, 0.023], [-5.048, 1.268, 0.523], [-4.153, 0.333, 1.718], [-2.190, 0.542, 3.348], [-3.715, 1.423, 3.327], [-2.309, 2.143, 4.074], [0.785, 3.329, 2.726], [-0.276, 2.348, 3.708], [-0.512, 4.095, 3.633], [0.345, 5.298, 1.491], [0.348, 5.243, -0.269], [1.263, 4.059, 0.643], [-0.370, 4.031, -2.148], [-1.366, 5.347, -1.527], [-2.086, 4.086, -2.511], [-4.024, 1.321, -1.615], [-2.741, 2.074, -2.553], [-4.097, 3.037, -1.984], [0.874, -1.636, -4.621], [1.600, 0.018, -3.610], [1.688, -1.909, -0.907], [0.232, 1.295, -2.643], [3.534, 0.631, -3.808], [1.067, -4.073, 1.321], [2.187, -2.801, 1.652], [2.452, -1.842, 0.658], [3.344, -0.810, 1.009], [3.693, 0.409, -0.154], [3.948, -0.752, 2.261], [5.033, 0.532, 2.644], [3.679, -1.729, 3.214], [4.430, -1.665, 4.766], [2.791, -2.754, 2.904], [2.440, -3.958, 4.090], [-1.176, -2.938, -2.064], [-1.737, -1.704, -1.950], [-2.177, -1.121, -3.104], [-1.895, -1.158, -0.845], [-0.729, -3.130, -2.951], [-0.583, -3.164, -1.274], [-1.611, -1.327, -3.921], [-2.312, -0.128, -2.983]],
  "mulliken_charge": [0.35, -2.21, 1.31, 0.87, -2.34, 1.40, -2.47, 1.08, -2.20, 1.15, -2.28, 1.33, -2.70, 0.24, 0.40, 0.35, 0.29, 0.52, 0.51, 0.45, 0.43, 0.36, 0.40, 0.45, 0.29, 0.37, 0.53, 0.38, 0.49, 0.42, 0.40, -0.48, 0.43, -0.29, -0.31, -0.37, -0.22, 0.43, -0.62, 0.57, -0.10, -0.24, -0.19, 0.44, -0.21, -0.22, -0.20, -0.41, 0.43, -0.44, -0.54, 0.26, 0.22, 0.25, 0.24],
  "de_lowest_kj_mol": 67.46,
  "total_charge": -1
}

{
  "formula": "C19H22BBeF8MgNaO5PS",
  "method": "ωB97M-V/def2-TZVPD",
  "species": ["B", "C", "C", "H", "H", "H", "H", "H", "H", "Mg", "O", "S", "O", "O", "C", "C", "C", "H", "H", "H", "H", "H", "H", "H", "H", "F", "P", "F", "F", "F", "F", "F", "Be", "C", "C", "C", "C", "C", "C", "C", "O", "C", "C", "C", "C", "C", "C", "C", "O", "H", "H", "H", "H", "H", "H", "H", "H", "F", "F", "Na"],
  "positions_angstrom": [[-2.566, -0.527, -5.053], [-1.608, -0.748, -3.763], [-0.753, -1.870, -3.650], [-2.354, 0.614, -5.407], [-2.315, -1.359, -5.853], [-3.692, -0.634, -4.606], [-1.704, 0.011, -2.972], [0.190, -1.933, -4.199], [-1.080, -2.691, -3.000], [-0.626, 1.648, -5.602], [0.827, 3.554, -1.342], [0.507, 2.280, -0.704], [-0.694, 1.569, -1.031], [0.607, 2.388, 0.875], [-0.194, 3.335, 1.628], [-1.649, 2.916, 1.706], [1.879, 1.200, -0.930], [-0.095, 4.339, 1.211], [0.234, 3.363, 2.629], [-2.120, 2.934, 0.723], [-2.204, 3.592, 2.355], [-1.738, 1.898, 2.089], [2.792, 1.723, -0.658], [1.902, 0.923, -1.983], [1.732, 0.317, -0.314], [-1.242, -0.836, -10.044], [-1.019, 0.679, -10.623], [0.272, 0.763, -9.585], [0.025, 0.001, -11.682], [-1.629, 1.196, -12.038], [-0.970, 2.269, -10.207], [-2.598, 0.697, -10.069], [1.096, 5.359, -0.358], [1.624, -3.375, 1.615], [0.251, -3.154, 1.565], [-0.383, -2.477, 2.594], [0.353, -2.028, 3.684], [1.729, -2.271, 3.745], [2.362, -2.935, 2.702], [2.525, -1.842, 4.924], [3.716, -2.043, 4.985], [1.820, -1.157, 6.051], [2.538, -0.800, 7.187], [1.901, -0.154, 8.231], [0.542, 0.142, 8.134], [-0.180, -0.215, 7.008], [0.458, -0.875, 5.967], [-0.336, -1.289, 4.772], [-1.517, -1.026, 4.704], [2.119, -3.897, 0.806], [-0.325, -3.511, 0.720], [-1.449, -2.304, 2.548], [3.428, -3.113, 2.741], [3.593, -1.029, 7.255], [2.460, 0.120, 9.117], [0.044, 0.658, 8.944], [-1.236, 0.013, 6.938], [-1.547, -3.201, -5.032], [-3.083, 2.648, -10.016], [-0.618, 0.144, 10.569]],
  "mulliken_charge": [0.57, -0.75, -0.04, -0.28, -0.01, 0.04, 0.81, 0.26, 0.20, 0.52, -0.61, 1.13, -0.50, -0.20, -0.03, -1.01, -0.94, -0.03, 0.29, 0.28, 0.41, 0.23, 0.34, 0.39, 0.29, -0.28, 1.07, -0.34, -0.31, -0.30, -0.29, -0.20, -0.05, -0.55, -0.57, -0.59, 0.23, 0.24, -0.61, 0.59, -0.62, 0.16, -0.64, -0.69, -0.23, -0.78, 0.03, 0.60, -0.66, 0.45, 0.50, 0.51, 0.51, 0.52, 0.39, 0.76, 0.51, -0.50, -0.19, 0.96],
  "de_lowest_kj_mol": 169.00,
  "total_charge": 1
}

{
  "formula": "C19H22BBr27O7S",
  "method": "ωB97M-V/def2-TZVPD",
  "species": ["O", "C", "C", "C", "C", "B", "O", "O", "C", "O", "C", "C", "C", "C", "C", "S", "O", "O", "O", "H", "H", "H", "H", "H", "H", "H", "H", "H", "H", "H", "H", "H", "C", "Br", "Br", "Br", "H", "C", "Br", "Br", "Br", "H", "C", "Br", "Br", "Br", "H", "C", "Br", "Br", "Br", "H", "C", "Br", "Br", "Br", "H", "C", "Br", "Br", "Br", "H", "C", "Br", "Br", "Br", "H", "C", "Br", "Br", "Br", "H", "C", "Br", "Br", "Br", "H"],
  "positions_angstrom": [[-2.630, -0.778, 1.393], [-1.837, -0.233, 0.670], [-2.041, -0.038, -0.853], [-1.648, 1.168, -1.353], [-1.735, 1.490, -2.871], [-3.073, 0.967, -3.611], [-4.205, 1.784, -3.614], [-3.021, -0.276, -4.261], [-1.092, 2.206, -0.357], [-1.387, 3.412, -0.401], [-0.136, 1.582, 0.720], [-0.525, 0.374, 1.205], [0.353, -0.385, 2.243], [1.457, -1.119, 1.384], [2.560, -1.785, 2.264], [4.030, -2.016, 1.169], [4.986, -0.926, 1.316], [3.539, -2.024, -0.226], [4.689, -3.498, 1.412], [-2.473, -0.835, -1.469], [-1.551, 2.571, -3.028], [-0.882, 0.954, -3.357], [-4.215, 2.241, -2.760], [-2.700, -0.951, -3.635], [0.798, 2.071, 1.033], [0.804, 0.355, 2.929], [-0.285, -1.135, 2.756], [1.957, -0.320, 0.792], [0.974, -1.815, 0.672], [2.803, -1.195, 3.165], [2.234, -2.819, 2.517], [4.068, -4.098, 0.960], [-3.483, 6.015, -1.233], [-4.710, 4.587, -1.677], [-3.186, 7.199, -2.733], [-4.055, 6.977, 0.341], [-2.530, 5.555, -0.995], [1.796, -2.620, -2.061], [1.282, -3.938, -0.736], [2.582, -3.441, -3.620], [0.318, -1.460, -2.522], [2.560, -1.993, -1.610], [0.899, 6.142, -3.765], [-0.008, 5.109, -2.408], [1.625, 5.013, -5.155], [-0.249, 7.523, -4.473], [1.736, 6.638, -3.289], [-4.626, -1.275, 4.320], [-5.410, 0.465, 4.025], [-4.380, -1.645, 6.201], [-5.629, -2.676, 3.440], [-3.641, -1.258, 3.867], [6.475, -5.002, -3.638], [5.528, -6.611, -4.132], [6.365, -3.652, -5.015], [5.885, -4.325, -1.926], [7.520, -5.265, -3.531], [-3.784, -3.739, -1.309], [-4.819, -5.315, -1.730], [-3.789, -2.452, -2.752], [-4.341, -2.926, 0.352], [-2.756, -4.058, -1.181], [-2.672, 3.702, 3.391], [-1.542, 5.142, 4.007], [-4.550, 4.159, 3.506], [-2.166, 3.136, 1.586], [-2.511, 2.863, 4.061], [-0.537, -4.490, 2.639], [-2.078, -3.726, 3.513], [0.988, -3.302, 2.762], [-0.123, -6.260, 3.290], [-0.787, -4.586, 1.589], [6.606, 2.055, 2.319], [6.941, 2.009, 4.222], [4.821, 2.681, 1.923], [7.947, 3.079, 1.378], [6.670, 1.035, 1.958]],
  "mulliken_charge": [-0.35, 0.16, 0.67, 1.74, -0.72, 1.00, -0.40, -0.69, -0.45, -0.56, -0.89, 0.69, -0.87, -0.97, 0.00, 1.02, -0.53, -0.79, -0.45, -1.16, -0.07, 0.07, 0.14, 0.20, 0.62, 0.44, 0.23, 0.84, -0.21, 0.52, 0.16, 0.40, 0.22, 0.02, 0.00, -0.03, -0.24, -0.03, -0.05, -0.01, 0.07, 0.29, -0.42, 0.14, -0.03, -0.04, 0.37, 0.60, -0.06, -0.03, -0.04, -0.58, -0.40, -0.01, -0.01, 0.07, 0.35, -0.36, -0.03, 0.09, 0.12, 0.22, -0.32, -0.08, -0.10, 0.31, 0.32, -0.30, 0.08, 0.04, -0.05, 0.10, -0.09, -0.02, 0.00, -0.01, 0.12],
  "de_lowest_kj_mol": 0.00,
  "total_charge": 0
}

{
  "formula": "C19H22BN14O4RhS3",
  "method": "ωB97M-V/def2-TZVPD",
  "species": ["Rh", "C", "N", "C", "C", "N", "B", "N", "C", "C", "N", "C", "C", "S", "C", "S", "H", "H", "H", "H", "H", "H", "H", "H", "H", "H", "H", "H", "C", "C", "C", "C", "C", "C", "C", "S", "O", "O", "N", "C", "C", "O", "O", "H", "H", "H", "H", "H", "H", "H", "H", "H", "N", "C", "N", "N", "N", "N", "C", "N", "N", "N", "N", "H"],
  "positions_angstrom": [[0.365, -0.183, 0.421], [-1.293, 1.573, -3.236], [0.070, 1.139, -3.470], [0.534, 0.537, -4.608], [1.839, 0.257, -4.397], [2.179, 0.689, -3.139], [3.601, 0.540, -2.510], [3.660, -0.804, -1.698], [4.045, -2.019, -2.222], [4.011, -2.940, -1.233], [3.588, -2.284, -0.096], [3.364, -2.887, 1.207], [3.352, -0.984, -0.400], [2.913, 0.212, 0.740], [1.073, 1.215, -2.563], [0.916, 1.979, -1.030], [-1.947, 1.043, -3.927], [-1.383, 2.649, -3.393], [-1.581, 1.347, -2.213], [-0.096, 0.347, -5.458], [2.556, -0.215, -5.045], [4.396, 0.423, -3.425], [3.823, 1.468, -1.785], [4.327, -2.121, -3.255], [4.237, -3.992, -1.239], [3.186, -3.953, 1.073], [2.498, -2.432, 1.684], [4.226, -2.727, 1.857], [-5.446, -4.587, -2.538], [-4.343, -4.160, -1.602], [-3.724, -5.075, -0.756], [-2.714, -4.669, 0.107], [-2.317, -3.342, 0.118], [-2.936, -2.409, -0.705], [-3.940, -2.828, -1.560], [-1.081, -2.788, 1.288], [-0.838, -3.924, 2.156], [-1.676, -1.637, 1.918], [0.240, -2.360, 0.480], [0.439, -3.076, -0.770], [-0.027, -2.227, -1.949], [-0.276, -2.779, -3.022], [-0.069, -0.972, -1.700], [-5.642, -5.657, -2.456], [-5.178, -4.368, -3.574], [-6.369, -4.047, -2.313], [-4.034, -6.115, -0.774], [-2.225, -5.355, 0.786], [-2.636, -1.367, -0.666], [-4.422, -2.102, -2.207], [-0.085, -4.031, -0.793], [1.500, -3.266, -0.952], [-1.374, 1.148, 3.211], [-0.302, 0.307, 3.427], [0.003, -0.158, 4.620], [1.097, -0.926, 4.415], [1.430, -0.915, 3.175], [0.573, -0.108, 2.512], [-1.982, 1.235, 1.979], [-3.234, 1.610, 1.808], [-3.405, 1.598, 0.467], [-2.314, 1.246, -0.117], [-1.367, 1.028, 0.825], [-2.018, 1.176, 3.984]],
  "mulliken_charge": [0.13, -0.54, 0.42, -0.39, -0.52, 0.34, -0.31, 0.29, -0.40, -0.56, 0.37, -0.74, -0.08, -0.34, -0.28, -0.26, 0.33, 0.24, 0.19, 0.43, 0.44, -0.25, -0.06, 0.44, 0.45, 0.34, 0.23, 0.25, -1.44, 1.14, -0.78, -0.28, -0.50, -0.13, -0.88, 1.51, -0.88, -0.58, 0.27, -0.99, 0.67, -0.82, 0.47, 0.34, 0.31, 0.32, 0.27, 0.50, 0.07, 0.37, 0.28, -0.04, -0.17, 0.33, -0.57, -0.87, -0.02, 0.41, 0.44, -0.56, -0.93, -0.19, 0.50, 0.29],
  "de_lowest_kj_mol": 234.62,
  "total_charge": -2
}

E? In order: -1963.7729, -1649.5518, -7241.8359, -3053.1058, -71184.9766, -3134.8797 Ha.